<one>
Entry from the Open Molecules 2025 dataset: a molecular structure, C4H5N3S (ωB97M-V/def2-TZVPD).

Element x y z (Å)
S: 1.001 2.317 0.844
N: 1.754 0.581 -1.030
N: 0.442 -1.378 -1.382
N: -0.496 -0.011 0.260
C: -1.281 0.428 1.297
C: -0.305 -1.153 -0.308
C: 1.383 -0.571 -1.710
C: 1.079 1.042 -0.108
H: -0.812 0.678 2.227
H: -2.017 -0.398 1.579
H: -0.996 -1.912 -0.162
H: 2.055 -0.996 -2.486
H: -1.807 1.372 0.980

Properties
- LUMO level (eV) = -0.6
- molecular weight (g/mol) = 127.17

=====

<two>
Entry from the Open Molecules 2025 dataset: a molecular structure, C4H5N3S (ωB97M-V/def2-TZVPD).

Element x y z (Å)
S: -0.929 1.008 1.088
N: -2.281 -0.191 -1.991
N: -1.032 -0.412 -1.869
N: 0.343 1.290 2.043
C: 0.909 -0.448 -0.227
C: 1.390 0.557 1.927
C: 1.802 -0.308 0.829
C: -0.396 -0.170 -0.093
H: 1.051 -1.095 -1.137
H: -2.815 0.598 -1.618
H: 2.188 0.849 2.669
H: -2.903 -0.866 -2.425
H: 2.673 -0.813 0.803

Properties
- LUMO level (spin up / spin down) (eV) = -0.1 / -0.4
- molecular weight (g/mol) = 127.17

=====

<three>
Entry from the Open Molecules 2025 dataset: a single C4H5N3S molecule (ωB97M-V/def2-TZVPD).

Element x y z (Å)
S: -2.746 -1.905 1.616
N: 0.905 0.705 -0.592
N: 0.831 -1.453 0.247
N: -1.105 -0.139 0.349
C: -1.380 -1.368 0.902
C: 0.481 2.047 -0.935
C: 0.142 -0.201 0.021
C: -0.061 -2.177 0.790
H: -0.635 2.064 -0.835
H: 1.855 0.455 -0.589
H: 0.765 2.311 -1.988
H: 0.107 -3.184 1.247
H: 0.843 2.846 -0.234

Properties
- structure (SMILES) = CNC1=NC(=S)C=N1
- LUMO level (eV) = -1.2
- molecular weight (g/mol) = 127.17

=====

Last place for stability: <two>

=====

<one>
Entry from the Open Molecules 2025 dataset: a single C4H5N3S molecule (ωB97M-V/def2-TZVPD).

Element x y z (Å)
S: -2.705 -0.419 -1.458
N: -1.044 -1.634 0.280
N: 0.063 1.425 -1.043
N: 1.158 2.153 -0.748
C: -1.313 -0.579 -0.576
C: 0.125 -1.464 1.039
C: 0.701 -0.306 0.639
C: -0.115 0.314 -0.393
H: -1.686 -2.415 0.423
H: 1.595 1.968 0.169
H: 1.681 0.075 0.949
H: 1.057 3.159 -0.996
H: 0.482 -2.276 1.715

Properties
- structure (SMILES) = N/N=C1\C=CNC1=S
- LUMO level (eV) = -0.7
- molecular weight (g/mol) = 127.17

=====

<two>
Entry from the Open Molecules 2025 dataset: a single C4H5N3S molecule (ωB97M-V/def2-TZVPD).

Element x y z (Å)
S: 2.741 -0.955 -0.044
N: -1.086 -0.285 -0.616
N: 1.561 2.185 0.037
N: -0.686 1.082 0.016
C: 1.195 -0.300 0.177
C: 0.023 -1.102 -0.317
C: -1.240 -1.280 0.456
C: 0.677 1.180 0.136
H: -1.853 -2.289 0.146
H: -1.476 -1.183 1.661
H: 1.016 3.004 -0.154
H: -1.169 1.767 -0.468
H: 0.298 -1.824 -1.030

Properties
- structure (SMILES) = [H]/N=C1\NN2C[C@@H]2C1=S
- LUMO level (eV) = -1.2
- molecular weight (g/mol) = 127.17

=====

Last place for stability: <two>

=====

<one>
Entry from the Open Molecules 2025 dataset: a single C3H4ClFO molecule (ωB97M-V/def2-TZVPD).

Element x y z (Å)
Cl: 1.521 -1.021 -0.003
F: 1.620 1.507 -0.035
O: -2.988 -0.041 -0.126
C: -1.611 -0.494 0.067
C: 0.683 0.503 -0.026
C: -0.660 0.642 0.085
H: -1.106 1.615 0.090
H: -2.826 0.918 0.246
H: -1.465 -1.336 -0.716
H: -1.596 -0.985 1.001

Properties
- structure (SMILES) = OC/C=C(/F)Cl
- LUMO level (eV) = 0.7
- molecular weight (g/mol) = 110.52

=====

<two>
Entry from the Open Molecules 2025 dataset: a single C3H4ClFO molecule (ωB97M-V/def2-TZVPD).

Element x y z (Å)
Cl: 1.055 1.154 -0.672
F: -0.486 -0.752 -1.394
O: -0.747 -0.645 1.675
C: -0.079 -0.153 -0.258
C: -1.203 0.282 0.664
C: 0.328 -1.117 0.838
H: 1.306 -0.974 1.293
H: -1.161 1.301 1.022
H: 0.209 -2.158 0.483
H: -2.223 0.070 0.306

Properties
- structure (SMILES) = FC1(Cl)COC1
- LUMO level (eV) = 0.9
- molecular weight (g/mol) = 110.52

=====

Last place for stability: <one>

=====

<one>
Entry from the Open Molecules 2025 dataset: a molecular structure, C22H19N4O5S3TeV (ωB97M-V/def2-TZVPD).

Element x y z (Å)
Te: 0.869 -1.107 -2.399
V: -1.921 -0.395 -0.151
S: -0.697 -1.200 2.136
S: -2.342 0.213 -2.481
S: -3.256 1.366 -1.040
O: 0.138 -2.292 2.566
O: -0.167 -0.475 0.936
O: -4.092 2.440 -1.500
O: -2.113 1.787 -0.148
O: -3.962 0.278 -0.261
N: -1.415 2.879 6.346
N: -2.240 -1.576 1.976
N: -2.233 -2.391 -0.195
N: -3.304 -3.645 1.484
C: 3.900 -0.931 -1.975
C: -3.196 -4.459 -0.763
C: 0.747 1.772 -3.446
C: -3.587 -4.555 0.563
C: -0.995 0.585 5.703
C: 0.984 1.001 -2.315
C: -0.996 1.340 3.029
C: 3.297 -1.330 -4.263
C: 1.278 1.617 -1.106
C: 1.096 3.773 -2.158
C: 5.611 -1.052 -3.664
C: -0.813 -0.371 4.722
C: -2.612 -2.578 1.095
C: -1.179 1.926 5.360
C: -0.798 0.012 3.390
C: -1.179 2.292 4.014
C: 2.916 -1.146 -2.937
C: 0.805 3.154 -3.367
C: 4.639 -1.283 -4.626
C: 5.239 -0.879 -2.338
C: 1.334 3.004 -1.030
C: -2.515 -3.311 -1.108
H: -1.209 3.832 6.098
H: -3.430 -5.222 -1.490
H: 5.993 -0.702 -1.581
H: -0.673 -1.412 4.982
H: -2.206 -3.085 -2.121
H: 1.123 4.854 -2.094
H: 0.493 1.293 -4.383
H: 1.439 1.019 -0.218
H: 2.541 -1.500 -5.020
H: -1.342 3.327 3.736
H: -1.011 0.293 6.748
H: 0.606 3.751 -4.249
H: 3.617 -0.801 -0.938
H: -1.133 2.634 7.279
H: -1.023 1.623 1.983
H: 6.655 -1.007 -3.947
H: 1.545 3.479 -0.080
H: 4.921 -1.418 -5.663
H: -4.148 -5.419 0.907

Properties
- charge = -1
- 2S+1 = 2
- LUMO level (spin up / spin down) (eV) = 2.3 / 2.3
- molecular weight (g/mol) = 694.16

=====

<two>
Entry from the Open Molecules 2025 dataset: a molecular structure, C22H19N4O5S3TeV (ωB97M-V/def2-TZVPD).

Element x y z (Å)
Te: 0.249 0.124 -2.372
V: -1.253 -2.151 0.165
S: -2.710 -3.964 -0.275
S: -1.661 -3.382 -1.915
S: -1.120 0.221 1.686
O: -3.381 -2.688 0.147
O: -3.590 -5.091 -0.426
O: -1.617 -4.147 0.749
O: -1.563 -0.065 0.281
O: -0.318 1.407 1.824
N: 0.821 -2.002 0.630
N: 1.810 -1.286 2.660
N: -0.522 -1.115 2.251
N: -6.131 0.923 4.770
C: 1.595 0.196 -4.018
C: 2.744 -0.591 -4.032
C: 2.819 3.182 0.462
C: -4.958 0.773 4.025
C: 1.382 1.468 -1.196
C: 0.928 2.761 -0.964
C: 2.555 1.035 -0.584
C: 1.646 3.615 -0.138
C: -4.833 -0.281 3.115
C: 3.374 0.315 -6.168
C: -3.886 1.642 4.212
C: 3.134 -2.303 0.944
C: 3.274 1.891 0.237
C: 1.990 -2.436 0.179
C: 1.342 1.034 -5.100
C: 2.225 1.094 -6.170
C: 0.762 -1.443 1.858
C: -2.608 0.419 2.599
C: -2.712 1.464 3.499
C: -3.669 -0.460 2.397
C: 3.632 -0.528 -5.097
C: 2.978 -1.712 2.189
H: 1.278 4.616 0.048
H: 4.522 -1.145 -5.093
H: 0.003 3.094 -1.417
H: 1.983 -2.892 -0.804
H: -1.872 2.134 3.626
H: 4.063 0.362 -7.002
H: -6.945 0.503 4.351
H: 4.181 1.542 0.716
H: 0.449 1.646 -5.102
H: -5.663 -0.961 2.966
H: 2.901 0.021 -0.737
H: -3.975 2.459 4.919
H: -3.593 -1.272 1.683
H: 3.831 -1.576 2.846
H: 4.094 -2.651 0.594
H: 2.015 1.750 -7.005
H: -6.313 1.865 5.078
H: 2.943 -1.262 -3.205
H: 3.371 3.846 1.116

Properties
- charge = -1
- 2S+1 = 2
- LUMO level (spin up / spin down) (eV) = 2.3 / 2.3
- molecular weight (g/mol) = 694.16

=====

Last place for stability: <one>

=====

<one>
Entry from the Open Molecules 2025 dataset: a molecular structure, C31H21N5O8PRhSe2 (ωB97M-V/def2-TZVPD).

Element x y z (Å)
Rh: -0.197 -0.196 -0.172
Se: 2.479 -0.200 -1.559
Se: -0.783 -1.848 -1.849
P: 0.937 -2.067 -3.272
O: 7.137 1.399 5.373
O: 4.334 -2.348 6.509
O: -0.821 1.448 3.500
O: 2.961 1.358 0.655
O: 6.704 2.576 3.618
O: 2.576 -2.759 5.331
O: -0.725 3.508 1.497
O: 1.739 -0.429 1.254
N: -0.571 1.205 1.203
N: 6.481 1.658 4.382
N: 3.595 -2.134 5.570
N: -0.664 -1.437 1.441
N: -0.133 1.483 -1.351
C: 4.178 -4.399 -2.443
C: 4.583 1.028 2.941
C: 3.501 0.207 2.665
C: 2.203 -3.019 -2.336
C: 2.679 0.406 1.403
C: 0.292 -3.416 -4.346
C: 5.330 0.793 4.085
C: -0.245 3.869 -1.270
C: -0.604 -3.446 2.715
C: 5.031 -0.234 4.961
C: 0.059 1.554 -2.672
C: -0.015 3.943 -2.633
C: -0.635 -0.734 2.587
C: -0.683 0.777 2.507
C: 4.234 -4.434 -1.055
C: -0.555 2.525 0.820
C: 3.942 -1.033 4.665
C: -0.664 -5.607 -4.640
C: 3.291 -3.747 -0.309
C: -0.289 -4.199 -6.550
C: 3.171 -3.694 -3.081
C: -0.671 -2.767 1.511
C: 2.285 -3.032 -0.946
C: 0.224 -3.211 -5.720
C: -0.741 -5.392 -6.011
C: 3.177 -0.826 3.531
C: -0.555 -1.342 3.825
C: -0.520 -2.725 3.896
C: -0.299 2.627 -0.666
C: 0.124 2.760 -3.343
C: -0.147 -4.626 -3.810
H: 4.840 1.836 2.272
H: -0.731 -3.305 0.574
H: 0.284 2.761 -4.412
H: 3.328 -3.772 0.774
H: -0.428 -3.229 4.849
H: -1.156 -6.155 -6.656
H: -0.339 -4.033 -7.619
H: -0.085 -4.792 -2.741
H: 0.574 -2.275 -6.139
H: 0.055 4.901 -3.130
H: 0.165 0.619 -3.206
H: 3.129 -3.673 -4.165
H: -0.510 -0.714 4.703
H: -0.607 -4.527 2.719
H: 5.016 -4.995 -0.560
H: 2.335 -1.465 3.314
H: -0.385 4.738 -0.642
H: 1.569 -2.473 -0.358
H: -1.011 -6.542 -4.218
H: 4.916 -4.928 -3.031
H: 5.626 -0.404 5.845

Properties
- 2S+1 = 5
- LUMO level (spin up / spin down) (eV) = -0.8 / -2.5
- molecular weight (g/mol) = 883.34

=====

<two>
Entry from the Open Molecules 2025 dataset: a molecular structure, C31H21N5O8PRhSe2 (ωB97M-V/def2-TZVPD).

Element x y z (Å)
Rh: 2.244 -1.270 -0.915
Se: 1.501 1.266 -0.372
Se: 2.351 -0.996 -3.201
P: 0.974 2.227 -2.314
O: -5.419 0.157 5.028
O: -0.673 0.925 1.037
O: 4.411 -3.054 2.057
O: -1.889 -4.624 3.492
O: 0.531 -0.929 1.422
O: -3.338 -4.199 5.025
O: 1.822 -4.292 1.778
O: -4.493 1.780 3.963
N: 0.530 -2.425 -0.945
N: -2.588 -3.868 4.133
N: -4.552 0.624 4.321
N: 2.750 -2.591 0.494
N: 4.138 -0.553 -0.436
C: -3.543 -1.611 4.252
C: 4.698 -1.223 0.583
C: 3.943 -2.411 1.151
C: -2.935 0.360 -3.905
C: -3.493 -0.292 3.845
C: -1.094 5.233 -0.404
C: -1.524 -1.988 2.957
C: 6.578 0.236 0.574
C: -0.554 -2.269 -1.701
C: -0.555 -4.170 0.260
C: 5.918 -0.854 1.116
C: -1.964 0.864 -4.760
C: -2.727 0.388 -2.534
C: -0.578 1.424 -2.862
C: 0.443 6.252 -1.949
C: 0.344 3.850 -1.754
C: -2.545 -2.437 3.773
C: -2.514 0.202 3.003
C: 1.773 -3.484 0.886
C: 0.536 -3.359 0.022
C: -1.516 -0.657 2.564
C: -0.549 6.371 -0.990
C: 0.892 4.992 -2.327
C: -1.690 -4.001 -0.517
C: 4.772 0.496 -0.963
C: -1.552 0.911 -2.010
C: -1.688 -3.040 -1.514
C: -0.652 3.978 -0.784
C: -0.439 -0.178 1.603
C: -0.793 1.392 -4.241
C: 5.999 0.918 -0.485
H: -2.118 0.844 -5.831
H: -0.505 -1.500 -2.459
H: -0.493 -4.891 1.062
H: 1.671 4.899 -3.074
H: 7.533 0.552 0.972
H: -3.852 -0.050 -4.309
H: -4.324 -1.976 4.900
H: 6.309 -1.434 1.939
H: 6.481 1.771 -0.939
H: 4.269 0.999 -1.778
H: 0.870 7.136 -2.403
H: -3.483 0.003 -1.860
H: -0.741 -2.654 2.626
H: -1.067 3.095 -0.314
H: -2.523 1.233 2.684
H: -0.898 7.351 -0.691
H: -2.550 -2.872 -2.144
H: -1.402 0.930 -0.937
H: -1.862 5.326 0.353
H: -2.566 -4.612 -0.342
H: -0.036 1.779 -4.913

Properties
- 2S+1 = 5
- LUMO level (spin up / spin down) (eV) = -0.7 / -2.3
- molecular weight (g/mol) = 883.34

=====

Last place for stability: <one>

=====

<one>
Entry from the Open Molecules 2025 dataset: 2 unconnected molecules or ions with the total composition C16H17N (ωB97M-V/def2-TZVPD).

Element x y z (Å)
N: -3.546 -1.933 -1.159
C: -2.287 -1.769 -1.801
C: 1.709 1.755 1.728
C: 3.081 3.391 0.615
C: -0.002 -1.334 -1.090
C: 0.359 -1.444 -2.412
C: -2.066 -1.561 0.477
C: -0.584 -1.852 -3.424
C: 1.015 1.537 3.070
C: -3.359 -1.912 0.210
C: 2.517 3.078 -0.673
C: -1.341 -1.587 -0.781
C: 1.698 1.982 -0.671
C: -1.343 -1.663 1.756
C: 2.787 2.662 1.761
C: -1.904 -1.992 -3.126
C: 1.241 1.328 0.492
H: -4.204 -1.941 0.885
H: 0.781 0.364 0.474
H: -4.308 -2.472 -1.534
H: 0.755 -1.079 -0.342
H: -0.172 -1.942 -4.417
H: -0.744 -2.586 1.871
H: 1.242 -0.981 -2.789
H: -0.709 -0.805 1.920
H: -2.006 -1.796 2.641
H: 3.938 4.060 0.498
H: 1.275 1.592 -1.588
H: 2.863 3.733 -1.472
H: 0.551 2.434 3.466
H: -2.633 -2.344 -3.846
H: 3.204 3.168 2.639
H: 1.886 1.182 3.664
H: 0.307 0.724 2.960

Properties
- structure (SMILES) = Cc1c[nH]c2ccccc12.Cc1ccccc1
- LUMO level (eV) = 0.9
- molecular weight (g/mol) = 223.32

=====

<two>
Entry from the Open Molecules 2025 dataset: 2 unconnected molecules or ions with the total composition C16H17N (ωB97M-V/def2-TZVPD).

Element x y z (Å)
N: -0.928 2.386 1.125
C: -0.667 0.102 -2.994
C: -1.377 -1.641 -0.951
C: -0.749 -0.406 3.465
C: 0.992 -2.442 -0.731
C: -1.362 1.550 2.096
C: -2.329 -0.882 -1.616
C: 0.369 -0.717 -2.459
C: -0.440 0.581 2.426
C: 2.454 0.361 0.111
C: 1.854 0.069 1.319
C: 2.098 1.494 -0.606
C: 0.733 0.872 1.671
C: -0.003 -1.483 -1.286
C: 0.387 2.026 0.878
C: -1.981 -0.010 -2.656
C: 1.103 2.336 -0.306
H: -0.351 0.561 -3.870
H: -1.504 -2.323 -0.079
H: -1.273 3.360 0.912
H: 3.107 -0.314 -0.375
H: 0.197 -0.785 3.734
H: -1.325 -0.077 4.333
H: -1.391 -1.216 3.145
H: -2.250 1.761 2.696
H: 0.828 -2.467 0.325
H: -2.745 0.433 -3.290
H: 2.478 1.720 -1.562
H: 0.842 3.189 -1.015
H: -3.375 -1.077 -1.388
H: 2.324 -0.736 1.915
H: 1.964 -1.972 -0.902
H: 0.915 -3.500 -1.341
H: 1.403 -0.753 -2.724

Properties
- structure (SMILES) = Cc1c[nH]c2ccccc12.Cc1ccccc1
- LUMO level (eV) = 0.9
- molecular weight (g/mol) = 223.32

=====

Last place for stability: <two>

=====

<one>
Entry from the Open Molecules 2025 dataset: 2 unconnected molecules or ions with the total composition C16H17N (ωB97M-V/def2-TZVPD).

Element x y z (Å)
N: 0.744 0.783 2.002
C: 0.586 -2.824 -0.149
C: 1.229 2.137 -2.455
C: -1.059 0.645 -2.432
C: -0.020 0.388 3.125
C: -0.496 -0.908 3.025
C: 0.005 0.192 -3.292
C: 1.165 0.937 -3.272
C: 0.046 -1.358 1.767
C: 1.088 -1.709 -0.763
C: 1.337 -0.511 -0.109
C: -2.212 2.141 -0.860
C: 0.708 -0.276 1.105
C: -1.367 -1.746 4.028
C: 0.120 2.604 -1.717
C: -1.098 1.782 -1.685
C: -0.002 -2.609 1.101
H: 0.051 -0.700 -3.971
H: 1.928 0.715 -4.002
H: 1.666 0.428 -0.732
H: -1.553 -2.726 3.591
H: -0.635 -2.028 4.884
H: 0.730 -3.736 -0.494
H: -0.266 0.982 3.948
H: -2.242 -1.333 4.458
H: 2.220 2.730 -2.458
H: -0.382 -3.611 1.616
H: -2.988 1.416 -0.767
H: 1.232 1.680 1.896
H: -1.887 -0.039 -2.348
H: -2.144 2.490 0.161
H: 1.386 -1.587 -1.827
H: -2.759 3.003 -1.303
H: 0.258 3.534 -1.166

Properties
- structure (SMILES) = Cc1c[nH]c2ccccc12.Cc1ccccc1
- LUMO level (eV) = 0.8
- molecular weight (g/mol) = 223.32

=====

<two>
Entry from the Open Molecules 2025 dataset: 2 unconnected molecules or ions with the total composition C16H17N (ωB97M-V/def2-TZVPD).

Element x y z (Å)
N: 2.098 3.017 2.310
C: -0.440 -1.585 -2.912
C: 0.834 -1.937 -2.477
C: -0.616 1.571 0.488
C: -0.363 2.710 2.984
C: 0.880 -2.659 -1.293
C: -1.619 -2.136 -2.438
C: -2.757 -3.291 -0.467
C: 2.317 0.995 -0.841
C: -1.520 -2.922 -1.295
C: -1.719 1.893 1.232
C: 0.771 2.594 2.210
C: -0.296 -3.158 -0.703
C: 2.797 2.363 1.315
C: 1.995 1.691 0.444
C: 0.672 1.927 0.959
C: -1.654 2.543 2.501
H: 2.404 -0.092 -0.778
H: 3.855 2.575 1.224
H: 2.527 3.624 2.997
H: -3.259 -4.181 -0.851
H: 1.671 -1.367 -2.855
H: 3.296 1.369 -1.141
H: -2.477 2.668 3.183
H: 1.832 -2.995 -0.896
H: 1.512 1.221 -1.536
H: -3.320 -2.374 -0.282
H: -0.719 0.937 -0.385
H: -2.565 -1.738 -2.773
H: -2.468 -3.569 0.548
H: -0.178 2.994 4.017
H: -0.543 -0.677 -3.509
H: -2.722 1.780 0.851
H: -0.227 -3.793 0.168

Properties
- structure (SMILES) = Cc1c[nH]c2ccccc12.Cc1ccccc1
- LUMO level (eV) = 0.9
- molecular weight (g/mol) = 223.32

=====

Last place for stability: <one>